Computed, not measured: 8 unconnected molecules or ions with the total composition C64H127Cl3N7O7 in a non-equilibrium geometry, with ωB97M-V/def2-TZVPD.

Geometry (Å):
C: 4.110 2.361 -1.682
C: 4.922 1.085 -1.945
C: 4.155 -0.128 -1.299
C: 2.957 -0.677 -2.088
C: 3.545 -1.185 -3.382
C: 4.193 -0.019 -4.239
N: 5.145 0.755 -3.388
O: 5.919 1.798 -4.074
C: 4.987 -0.753 -5.427
C: 3.125 0.742 -4.854
C: 6.153 1.240 -1.062
H: 3.742 2.432 -0.658
H: 3.203 2.332 -2.286
H: 4.714 3.237 -1.917
H: 4.833 -0.978 -1.223
H: 3.861 0.186 -0.298
H: 2.093 -0.025 -2.211
H: 2.504 -1.589 -1.698
H: 2.710 -1.617 -3.935
H: 4.202 -2.007 -3.097
H: 4.391 -1.626 -5.693
H: 5.156 0.006 -6.191
H: 5.940 -1.033 -4.979
H: 3.491 1.524 -5.519
H: 2.431 0.123 -5.424
H: 2.511 1.102 -4.029
H: 5.851 1.419 -0.031
H: 6.733 2.087 -1.431
H: 6.908 0.454 -1.082
C: -7.084 3.031 -0.571
C: -6.277 1.722 -0.945
C: -7.457 1.010 -1.707
C: -6.914 -0.081 -2.599
C: -5.897 0.532 -3.630
C: -4.734 1.241 -3.007
N: -5.227 2.190 -1.917
O: -4.063 2.862 -1.200
C: -3.788 0.127 -2.388
C: -3.970 1.889 -4.246
C: -5.967 1.018 0.432
H: -7.951 2.845 0.062
H: -7.410 3.649 -1.408
H: -6.354 3.651 -0.050
H: -8.219 0.559 -1.071
H: -8.108 1.639 -2.314
H: -7.704 -0.573 -3.166
H: -6.363 -0.871 -2.090
H: -6.484 1.212 -4.247
H: -5.582 -0.253 -4.318
H: -3.577 -0.666 -3.106
H: -2.880 0.652 -2.091
H: -4.167 -0.458 -1.550
H: -2.931 2.108 -4.000
H: -3.801 1.176 -5.053
H: -4.516 2.792 -4.518
H: -5.366 0.140 0.193
H: -6.881 0.779 0.974
H: -5.185 1.583 0.940
C: 2.506 -1.944 4.988
C: 3.510 -1.775 3.876
C: 4.268 -0.514 4.398
C: 5.673 -0.296 3.747
C: 6.567 -1.457 3.786
C: 5.918 -2.723 3.139
N: 4.531 -2.956 3.698
O: 3.977 -4.296 3.375
C: 6.014 -2.587 1.640
C: 6.910 -3.772 3.577
C: 2.856 -1.337 2.544
H: 1.954 -1.101 5.405
H: 3.031 -2.525 5.746
H: 1.812 -2.734 4.702
H: 3.698 0.404 4.252
H: 4.382 -0.542 5.482
H: 6.172 0.514 4.278
H: 5.455 -0.142 2.690
H: 6.721 -1.702 4.837
H: 7.567 -1.378 3.359
H: 5.541 -3.407 1.100
H: 5.406 -1.753 1.291
H: 7.047 -2.493 1.306
H: 6.582 -4.090 4.567
H: 6.795 -4.572 2.845
H: 7.942 -3.423 3.615
H: 3.550 -0.868 1.846
H: 2.000 -0.698 2.761
H: 2.502 -2.275 2.117
C: -1.609 -2.183 4.717
C: -1.625 -3.642 4.334
C: -1.266 -4.259 5.725
C: -1.529 -5.775 5.605
C: -3.012 -5.957 5.379
C: -3.456 -5.366 3.976
N: -2.990 -3.978 3.809
O: -3.508 -3.177 2.703
C: -3.007 -6.349 2.832
C: -5.087 -5.448 4.068
C: -0.517 -3.896 3.331
H: -1.832 -1.467 3.926
H: -0.687 -1.844 5.188
H: -2.327 -1.951 5.505
H: -0.210 -4.122 5.958
H: -1.756 -3.802 6.585
H: -1.355 -6.356 6.511
H: -0.956 -6.230 4.797
H: -3.565 -5.417 6.148
H: -3.189 -7.024 5.517
H: -3.143 -5.776 1.914
H: -2.023 -6.805 2.938
H: -3.568 -7.271 2.679
H: -5.490 -5.422 3.056
H: -5.398 -6.432 4.420
H: -5.527 -4.608 4.605
H: -0.209 -2.919 2.958
H: -0.813 -4.588 2.543
H: 0.311 -4.402 3.828
C: 0.325 4.747 -1.700
C: 0.762 5.449 -2.994
C: 1.100 4.348 -4.072
C: -0.106 3.590 -4.492
C: -1.218 4.450 -5.217
C: -1.462 5.730 -4.274
N: -0.310 6.265 -3.611
O: -0.483 7.583 -2.973
C: -2.005 6.837 -5.308
C: -2.641 5.271 -3.304
C: 2.096 6.199 -2.753
H: 0.467 5.421 -0.855
H: 0.793 3.790 -1.470
H: -0.700 4.434 -1.501
H: 1.611 4.784 -4.930
H: 1.800 3.661 -3.595
H: -0.543 3.026 -3.668
H: 0.259 2.795 -5.142
H: -2.148 3.903 -5.376
H: -0.949 4.819 -6.207
H: -1.437 7.121 -6.194
H: -2.998 6.609 -5.695
H: -2.218 7.802 -4.848
H: -2.641 5.937 -2.442
H: -3.638 5.299 -3.745
H: -2.619 4.270 -2.873
H: 2.003 7.004 -2.024
H: 2.346 6.741 -3.664
H: 2.931 5.547 -2.497
C: -2.881 -7.457 -1.952
C: -3.560 -6.134 -2.335
C: -2.761 -5.045 -1.678
C: -2.972 -3.657 -2.201
C: -2.806 -3.686 -3.682
C: -3.595 -4.710 -4.420
N: -3.513 -6.008 -3.770
O: -3.852 -7.127 -4.597
C: -5.000 -4.207 -4.652
C: -2.972 -4.897 -5.831
C: -5.009 -6.060 -1.800
H: -2.529 -7.446 -0.921
H: -2.066 -7.769 -2.605
H: -3.498 -8.342 -2.106
H: -3.142 -4.885 -0.669
H: -1.704 -5.251 -1.508
H: -2.364 -2.870 -1.756
H: -3.992 -3.315 -2.025
H: -1.734 -3.817 -3.833
H: -2.923 -2.719 -4.171
H: -5.663 -5.051 -4.844
H: -5.341 -3.718 -3.740
H: -5.003 -3.451 -5.438
H: -2.891 -3.927 -6.323
H: -1.978 -5.324 -5.694
H: -3.478 -5.557 -6.535
H: -5.527 -5.153 -2.111
H: -5.009 -6.208 -0.720
H: -5.688 -6.790 -2.240
C: 3.471 4.560 1.865
C: 2.468 4.196 2.908
C: 3.137 3.153 3.810
C: 4.199 3.599 4.722
C: 3.621 4.668 5.651
C: 2.987 5.864 4.805
N: 2.138 5.371 3.682
O: 1.200 6.311 3.211
C: 2.296 6.787 5.866
C: 4.217 6.773 4.425
C: 1.283 3.499 2.262
H: 4.543 4.408 1.996
H: 3.313 5.559 1.461
H: 3.274 4.052 0.921
H: 2.344 2.557 4.260
H: 3.726 2.475 3.193
H: 5.019 4.096 4.205
H: 4.587 2.665 5.127
H: 4.518 5.000 6.174
H: 2.966 4.350 6.462
H: 1.482 6.192 6.279
H: 2.879 6.981 6.767
H: 1.849 7.730 5.552
H: 3.906 7.339 3.547
H: 4.574 7.464 5.188
H: 5.117 6.233 4.131
H: 0.449 3.383 2.954
H: 1.590 2.581 1.762
H: 0.894 4.106 1.445
C: -0.928 0.316 0.789
Cl: 0.120 1.174 -0.347
Cl: -0.264 0.552 2.451
Cl: -1.157 -1.462 0.552
H: -1.915 0.772 0.718

## Properties
Charge: 0
Spin multiplicity: 8
LUMO level (alpha / beta), eV: 0.192 / -1.046
<S²>: 15.788

***

Computed, not measured: 16 unconnected molecules or ions with the total composition C64H128O32S16 in a non-equilibrium geometry, with ωB97M-V/def2-TZVPD.

Geometry (Å):
C: 3.748 -3.331 6.752
C: 2.931 -2.352 5.868
C: 1.852 -3.155 5.201
S: 2.515 -4.706 4.841
O: 3.469 -4.650 3.729
O: 1.498 -5.722 4.683
C: 3.301 -4.808 6.477
H: 3.673 -3.133 7.821
H: 4.779 -3.291 6.407
H: 3.511 -1.934 5.078
H: 2.540 -1.548 6.467
H: 1.350 -2.722 4.382
H: 1.106 -3.501 5.878
H: 4.089 -5.587 6.443
H: 2.505 -4.994 7.142
C: -4.847 0.329 5.855
C: -5.984 1.066 5.156
C: -5.321 2.009 4.168
S: -3.572 1.942 4.459
O: -2.959 3.289 4.487
O: -2.945 0.961 3.536
C: -3.773 1.336 6.076
H: -4.392 -0.460 5.297
H: -5.172 -0.060 6.796
H: -6.457 1.616 6.007
H: -6.671 0.396 4.724
H: -5.682 3.092 4.296
H: -5.398 1.823 3.111
H: -3.960 2.256 6.644
H: -2.902 0.845 6.463
C: -1.390 -4.911 3.493
C: -0.627 -3.730 2.729
C: -1.315 -2.393 2.979
S: -2.046 -2.698 4.649
O: -3.483 -2.706 4.473
O: -1.627 -1.865 5.791
C: -1.567 -4.362 4.931
H: -0.761 -5.799 3.417
H: -2.430 -5.100 3.185
H: -0.437 -3.955 1.668
H: 0.383 -3.778 3.098
H: -2.192 -2.290 2.278
H: -0.651 -1.503 3.017
H: -2.428 -4.812 5.426
H: -0.659 -4.397 5.524
C: -6.491 -0.872 1.777
C: -6.913 -0.768 0.260
C: -5.860 -1.484 -0.569
S: -4.790 -2.334 0.545
O: -3.422 -2.369 0.116
O: -5.430 -3.553 0.925
C: -5.046 -1.202 1.972
H: -7.124 -1.745 2.169
H: -6.787 0.001 2.290
H: -6.925 0.217 -0.018
H: -7.849 -1.298 0.119
H: -5.295 -0.756 -1.104
H: -6.155 -2.190 -1.307
H: -4.432 -0.307 1.827
H: -4.834 -1.631 2.926
C: 5.759 2.234 -4.026
C: 4.472 2.800 -3.418
C: 3.360 1.937 -3.933
S: 3.711 1.890 -5.681
O: 3.592 3.217 -6.222
O: 3.184 0.729 -6.401
C: 5.447 1.656 -5.471
H: 6.179 1.399 -3.477
H: 6.479 2.994 -4.205
H: 4.387 3.843 -3.745
H: 4.418 2.664 -2.337
H: 2.379 2.473 -3.817
H: 3.261 0.906 -3.652
H: 6.002 2.162 -6.259
H: 5.647 0.573 -5.514
C: 2.577 -2.385 -5.059
C: 2.709 -3.552 -4.036
C: 4.126 -3.659 -3.551
S: 5.035 -2.576 -4.566
O: 6.233 -3.283 -4.964
O: 5.341 -1.343 -3.915
C: 3.921 -2.326 -5.802
H: 2.439 -1.435 -4.575
H: 1.768 -2.460 -5.726
H: 2.341 -4.497 -4.565
H: 1.938 -3.476 -3.306
H: 4.470 -4.699 -3.625
H: 4.353 -3.439 -2.480
H: 4.069 -3.061 -6.584
H: 4.018 -1.314 -6.261
C: -1.810 0.367 -6.790
C: -1.095 1.201 -5.758
C: -1.788 0.847 -4.422
S: -3.510 0.780 -4.730
O: -4.051 2.128 -4.776
O: -4.237 -0.182 -3.935
C: -3.273 0.171 -6.375
H: -1.403 -0.639 -6.663
H: -1.597 0.701 -7.862
H: -1.151 2.284 -6.015
H: -0.022 1.068 -5.831
H: -1.555 1.671 -3.713
H: -1.450 -0.129 -4.044
H: -3.951 0.793 -7.008
H: -3.551 -0.853 -6.500
C: 6.108 -0.418 1.442
C: 6.033 -1.634 2.465
C: 5.358 -2.801 1.753
S: 3.905 -2.025 1.026
O: 2.800 -2.092 1.967
O: 3.669 -2.593 -0.298
C: 4.760 -0.365 0.751
H: 7.056 -0.530 0.906
H: 6.239 0.503 2.034
H: 5.425 -1.320 3.328
H: 7.034 -1.891 2.938
H: 4.974 -3.585 2.391
H: 5.932 -3.218 0.932
H: 4.160 0.378 1.239
H: 4.828 -0.341 -0.292
C: 0.759 2.032 4.802
C: 0.465 0.711 4.101
C: 1.430 0.625 2.951
S: 2.931 1.176 3.612
O: 3.689 1.913 2.633
O: 3.557 0.040 4.241
C: 2.240 2.270 4.842
H: 0.214 2.117 5.685
H: 0.296 2.866 4.272
H: -0.519 0.681 3.754
H: 0.591 -0.135 4.766
H: 1.147 1.412 2.197
H: 1.452 -0.365 2.535
H: 2.594 3.259 4.726
H: 2.736 1.985 5.778
C: -4.132 -4.727 -3.075
C: -2.782 -5.490 -3.014
C: -1.992 -5.113 -4.292
S: -2.664 -3.553 -4.825
O: -3.470 -3.803 -6.063
O: -1.696 -2.512 -5.041
C: -3.731 -3.265 -3.467
H: -4.749 -4.710 -2.144
H: -4.760 -5.078 -3.860
H: -2.959 -6.515 -2.900
H: -2.234 -5.168 -2.104
H: -2.252 -5.761 -5.142
H: -0.943 -5.053 -4.147
H: -4.477 -2.525 -3.951
H: -3.156 -2.684 -2.675
C: -2.509 4.213 0.265
C: -3.759 4.687 -0.616
C: -4.356 3.412 -1.227
S: -4.341 2.293 0.217
O: -3.899 0.921 -0.011
O: -5.685 2.351 0.761
C: -3.179 3.149 1.215
H: -2.226 5.041 0.924
H: -1.590 3.911 -0.363
H: -3.442 5.503 -1.277
H: -4.514 5.209 -0.004
H: -3.705 2.909 -1.951
H: -5.399 3.227 -1.508
H: -2.364 2.408 1.575
H: -3.783 3.624 1.968
C: -1.897 4.636 -6.701
C: -0.517 4.414 -7.308
C: 0.549 5.070 -6.307
S: 0.057 4.772 -4.725
O: 0.155 6.073 -4.064
O: 0.550 3.523 -4.307
C: -1.701 4.559 -5.129
H: -2.689 3.960 -7.023
H: -2.214 5.675 -6.890
H: -0.338 4.987 -8.253
H: -0.172 3.406 -7.527
H: 0.552 6.116 -6.468
H: 1.550 4.640 -6.462
H: -2.109 5.471 -4.677
H: -2.049 3.693 -4.595
C: 2.268 5.253 -1.279
C: 3.234 4.523 -0.350
C: 2.707 4.766 1.128
S: 0.859 4.735 0.932
O: 0.307 6.011 1.290
O: 0.344 3.490 1.467
C: 0.925 4.597 -0.955
H: 2.561 5.076 -2.361
H: 2.352 6.305 -1.040
H: 4.294 4.798 -0.343
H: 3.174 3.433 -0.557
H: 3.138 5.667 1.639
H: 2.860 3.925 1.731
H: -0.031 4.995 -1.397
H: 0.847 3.544 -1.244
C: -0.039 -1.936 -2.059
C: -0.356 -1.882 -0.634
C: -0.885 -0.492 -0.240
S: 0.278 0.560 -1.027
O: 1.448 0.938 -0.220
O: -0.417 1.673 -1.670
C: 0.773 -0.607 -2.325
H: -1.006 -1.934 -2.623
H: 0.454 -2.918 -2.237
H: 0.441 -2.153 0.023
H: -1.228 -2.589 -0.497
H: -0.865 -0.322 0.800
H: -1.832 -0.270 -0.665
H: 1.806 -0.784 -2.226
H: 0.673 -0.057 -3.286
C: 3.171 -6.991 0.790
C: 4.017 -6.358 -0.324
C: 3.236 -6.463 -1.567
S: 1.540 -6.080 -0.939
O: 0.711 -7.267 -1.186
O: 1.106 -4.763 -1.299
C: 1.923 -6.117 0.814
H: 3.777 -6.839 1.686
H: 2.961 -8.073 0.813
H: 4.979 -6.788 -0.382
H: 4.180 -5.324 -0.027
H: 3.369 -7.335 -2.126
H: 3.563 -5.672 -2.232
H: 1.131 -6.694 1.352
H: 2.008 -5.111 1.261
C: -2.260 6.392 4.809
C: -1.661 5.832 6.159
C: -0.226 6.144 6.248
S: 0.357 6.375 4.487
O: 1.317 5.310 4.188
O: 0.734 7.741 4.282
C: -1.305 6.098 3.730
H: -2.374 7.475 4.898
H: -3.233 5.915 4.632
H: -1.770 4.745 6.111
H: -2.192 6.258 6.967
H: 0.360 5.306 6.548
H: -0.024 7.055 6.716
H: -1.394 4.998 3.478
H: -1.347 6.741 2.798

## Properties
Charge: 0
LUMO level, eV: 0.135

***

Here are the calculated ΔE to the lowest compared entry with this formula, charge and spin numbers, same order: 463.6, 185.7 (kJ/mol).